*P*
Computed, not measured: one molecule with the formula C21H25FN4O3S2, with ωB97M-V/def2-TZVPD.

Summary:
* 2S+1: 1
* gap between HOMO and LUMO: 8.44 eV
* structure (SMILES): O=S(=O)(c1ccc(NC(=S)N2CCN(c3ccccc3F)CC2)cc1)N1CCOCC1
* M: 464.59 g mol⁻¹
* LUMO: 0.208 eV
* HOMO level: -8.230 eV

Positions of all 56 atoms, in Å:
H -7.444 0.714 -0.923
H 3.114 1.718 1.925
F 4.768 -1.607 -2.170
N 0.435 3.479 0.485
C 1.676 3.416 -0.117
H -3.479 1.806 2.078
N 3.814 -0.140 0.116
H 0.357 1.241 -0.973
N 2.424 2.308 0.059
H -1.401 -0.513 -0.802
H 4.851 0.608 -1.529
C -1.444 0.382 -0.202
C 4.518 -1.335 0.196
H 6.141 -3.665 -1.669
C -1.648 2.672 1.353
C -6.706 -0.031 -0.621
H 3.692 2.812 -1.502
C -0.543 2.494 0.517
H 4.445 -1.372 2.334
H 0.101 4.428 0.598
H -6.727 -0.157 0.470
C 4.802 -1.882 1.453
H 5.736 -3.426 2.583
N -4.338 -0.668 -0.821
S 2.185 4.731 -0.977
H -5.281 0.645 -2.108
C -2.512 0.556 0.658
C 3.873 0.700 -1.058
H 4.508 2.450 0.034
C -4.765 -1.932 -1.392
O -4.728 -0.355 1.727
H -6.556 -3.165 -1.451
H 6.626 -4.594 0.589
H 2.521 -0.658 1.674
C 5.026 -2.032 -0.905
H -1.725 3.571 1.947
C -5.296 0.398 -1.042
H -6.178 -2.450 0.149
H 1.358 1.545 1.702
H 3.101 0.431 -1.795
C 5.783 -3.180 -0.775
C 6.042 -3.694 0.482
H -4.972 1.263 -0.463
H -4.728 -1.837 -2.482
S -3.743 -0.732 0.750
O -3.083 -1.996 0.904
C 5.541 -3.039 1.594
C 3.686 2.157 -0.630
C -6.184 -2.277 -0.938
C 2.541 -0.018 0.793
H 1.720 -0.330 0.128
C -2.627 1.701 1.425
H -4.058 -2.691 -1.059
O -7.081 -1.234 -1.256
C 2.325 1.436 1.214
C -0.463 1.349 -0.281

Atom charges from the natural (NBO) analysis, given in e for atoms 1 to 8: 0.20 0.20 -0.34 -0.62 0.30 0.25 -0.45 0.22

=====

*Q*
Computed, not measured: one molecule with the formula C21H25FN4O3S2, with ωB97M-V/def2-TZVPD.

Summary:
* 2S+1: 1
* gap between HOMO and LUMO: 8.51 eV
* structure (SMILES): O=S(=O)(c1ccc(NC(=S)N2CCN(c3ccccc3F)CC2)cc1)N1CCOCC1
* M: 464.59 g mol⁻¹
* LUMO: 0.169 eV
* HOMO level: -8.338 eV

Positions of all 56 atoms, in Å:
O -4.569 -0.559 -2.275
N 3.703 -0.163 -0.153
H 0.048 4.398 -0.846
C 4.354 -3.806 -0.449
C 5.671 -3.884 -0.036
C 4.320 -1.408 -0.085
C -5.096 -2.012 0.653
C 3.579 2.150 0.592
H -4.740 -1.756 2.765
H 2.564 -0.622 -1.829
H -1.660 3.473 -2.334
H 1.598 -0.336 -0.359
O -6.456 -0.756 2.213
H 2.835 0.436 1.667
H -5.947 -2.193 -0.020
H -6.187 -2.740 2.381
C -1.607 2.587 -1.719
H -1.449 -0.557 0.507
C -1.466 0.328 -0.109
H 3.829 -4.700 -0.752
C -2.467 0.460 -1.054
C -0.565 2.451 -0.797
N 0.389 3.455 -0.710
F 6.353 -0.408 0.661
C 3.691 0.689 1.020
H -6.131 0.266 -0.300
C -2.552 1.588 -1.848
C 5.659 -1.522 0.311
C 3.689 -2.594 -0.470
H -4.716 1.254 0.151
H 4.453 2.423 -0.011
H 1.421 1.583 -1.904
N -4.408 -0.785 0.289
C -5.289 0.359 0.400
H 3.193 1.710 -1.982
H 3.537 2.804 1.464
N 2.370 2.320 -0.183
H 4.604 0.558 1.596
S 2.005 4.700 0.913
H -6.540 1.231 1.944
C 2.489 -0.019 -0.923
C -5.804 0.433 1.839
C -0.520 1.322 0.027
H -4.382 -2.829 0.558
C 1.588 3.404 -0.023
H 0.247 1.250 0.782
C 2.341 1.448 -1.339
C 6.327 -2.727 0.349
H -3.356 1.659 -2.564
H -4.955 0.623 2.513
S -3.648 -0.866 -1.216
H 2.655 -2.572 -0.777
H 7.358 -2.740 0.665
O -2.943 -2.113 -1.264
C -5.600 -1.868 2.088
H 6.187 -4.830 -0.015

Atom charges from the natural (NBO) analysis, given in e for atoms 1 to 8: -0.94 -0.44 0.43 -0.21 -0.22 0.08 -0.27 -0.23

=====

Most stable pick: *Q*. Distance to second place: 3.6 kcal/mol.

=====

*P*
Computed, not measured: an isolated ion of composition C4H6FN2 and charge +1, with ωB97M-V/def2-TZVPD.

Summary:
* 2S+1: 1
* gap between HOMO and LUMO: 9.32 eV
* net charge: +1
* structure (SMILES): Cn1cc[n+](F)c1
* M: 101.10 g mol⁻¹
* LUMO: -4.832 eV
* HOMO level: -14.155 eV

Positions of all 13 atoms, in Å:
H 0.019 -1.699 -0.629
H -1.881 0.435 1.007
F 3.876 0.536 0.119
H 2.775 -1.804 -0.812
N 0.269 0.210 0.124
C 1.203 1.113 0.242
C -1.188 0.424 0.083
N 2.642 0.097 0.107
H -1.402 1.449 -0.470
C 2.150 -1.027 -0.375
H 1.312 2.092 0.791
C 0.758 -0.965 -0.369
H -1.429 -0.376 -0.622

Atom charges from the natural (NBO) analysis, given in e for atoms 1 to 8: 0.26 0.28 -0.11 0.28 -0.28 0.23 -0.43 0.09

=====

*Q*
Computed, not measured: an isolated ion of composition C4H6FN2 and charge +1, with ωB97M-V/def2-TZVPD.

Summary:
* 2S+1: 1
* gap between HOMO and LUMO: 10.66 eV
* net charge: +1
* structure (SMILES): Cc1[nH]cc(F)[nH+]1
* M: 101.10 g mol⁻¹
* LUMO: -3.789 eV
* HOMO level: -14.447 eV

Positions of all 13 atoms, in Å:
C 1.339 1.039 -1.665
C 0.885 2.071 -0.864
F 1.266 3.424 -0.706
H -0.786 0.148 1.770
H -1.731 -0.877 0.787
H -0.130 -1.446 1.193
C -0.672 -0.537 0.959
H 2.140 0.844 -2.359
C 0.088 0.220 -0.042
N 0.805 -0.101 -1.133
H 0.962 -1.050 -1.517
H -0.495 2.150 0.723
N 0.079 1.579 0.137

Atom charges from the natural (NBO) analysis, given in e for atoms 1 to 8: -0.13 0.54 -0.27 0.25 0.29 0.27 -0.68 0.27

=====

Most stable pick: *Q*. Distance to second place: 107.7 kcal/mol.

=====

*P*
Computed, not measured: FNO4S as an isolated structure, with ωB97M-V/def2-TZVPD.

Summary:
* 2S+1: 1
* gap between HOMO and LUMO: 9.09 eV
* M: 129.07 g mol⁻¹
* LUMO: -2.711 eV
* HOMO level: -11.801 eV

Positions of all 7 atoms, in Å:
O 1.411 -1.319 -0.237
F 0.969 0.460 1.979
N -1.101 -0.067 -0.220
O -1.580 -1.035 0.134
S 0.966 -0.013 -0.012
O -1.413 0.869 -0.819
O 1.376 1.171 -0.709

For each atom in turn, the natural (NBO) charge in e is: -0.80 -0.55 0.51 -0.22 2.09 -0.24 -0.79

=====

*Q*
Computed, not measured: one molecule with the formula FNO4S, with ωB97M-V/def2-TZVPD.

Summary:
* 2S+1: 1
* gap between HOMO and LUMO: 10.82 eV
* structure (SMILES): O=[N+]([O-])S(=O)(=O)F
* M: 129.07 g mol⁻¹
* LUMO: -1.219 eV
* HOMO level: -12.039 eV

Positions of all 7 atoms, in Å:
O 0.919 1.436 -0.111
F 1.088 -0.486 1.487
O 1.424 -0.971 -0.948
O -1.511 -0.627 -1.037
O -1.551 0.698 0.762
S 0.762 -0.011 -0.056
N -1.131 -0.038 -0.097

For each atom in turn, the natural (NBO) charge in e is: -0.83 -0.46 -0.80 -0.25 -0.28 2.22 0.41

=====

Most stable pick: *Q*. Distance to second place: 31.1 kcal/mol.

=====

*P*
Computed, not measured: one molecule with the formula H4NOPS2, with ωB97M-V/def2-TZVPD.

Summary:
* 2S+1: 1
* gap between HOMO and LUMO: 10.13 eV
* structure (SMILES): NP(=O)(S)S
* M: 129.15 g mol⁻¹
* LUMO: 0.397 eV
* HOMO level: -9.736 eV

Positions of all 9 atoms, in Å:
S 0.071 2.247 0.216
H 0.991 2.451 -0.637
P -0.396 0.205 -0.316
H 0.500 -0.939 1.645
H 1.433 -1.073 0.007
S -2.395 -0.126 0.275
H -2.124 -1.183 -0.523
O -0.157 -0.081 -1.719
N 0.551 -0.884 0.581

Atom charges from the natural (NBO) analysis, given in e for atoms 1 to 8: -0.32 0.15 1.75 0.43 0.43 -0.29 0.17 -1.09

=====

*Q*
Computed, not measured: one molecule with the formula H4NOPS2, with ωB97M-V/def2-TZVPD.

Summary:
* 2S+1: 1
* gap between HOMO and LUMO: 9.76 eV
* structure (SMILES): N[P@@](O)(=S)S
* M: 129.15 g mol⁻¹
* LUMO: 0.330 eV
* HOMO level: -9.428 eV

Positions of all 9 atoms, in Å:
S -0.145 1.292 1.552
P -0.453 -0.202 0.174
H 0.942 -1.812 -0.577
O -0.416 0.887 -1.465
H 0.547 2.070 0.736
N 1.006 -0.979 0.030
S -1.970 -1.412 0.181
H 1.802 -0.979 0.643
H -1.313 1.135 -1.274

Atom charges from the natural (NBO) analysis, given in e for atoms 1 to 8: -0.24 1.39 0.42 -0.93 0.18 -1.21 -0.48 0.43

=====

Most stable pick: *P*. Distance to second place: 11.7 kcal/mol.

=====

*P*
Computed, not measured: a 2-piece molecular cluster, C4H12N2O2 overall, with ωB97M-V/def2-TZVPD.

Summary:
* 2S+1: 1
* gap between HOMO and LUMO: 9.42 eV
* structure (SMILES): NCCCC(N)=O.O
* M: 120.15 g mol⁻¹
* LUMO: 0.742 eV
* HOMO level: -8.681 eV

Positions of all 20 atoms, in Å:
H -2.697 0.325 -1.344
C -1.575 1.422 0.267
N -1.666 0.640 1.578
H -1.345 -0.305 1.498
C 0.477 -0.667 -0.738
H 2.443 -0.252 -1.158
H -1.101 -1.043 -2.318
H -2.195 2.312 0.374
H -0.611 1.911 0.420
C -0.889 -0.685 -1.326
H 1.386 0.086 -2.474
H -1.518 -1.345 -0.698
C -1.692 0.632 -1.031
N 1.486 -0.299 -1.539
H -2.479 0.966 2.027
O 2.858 -0.142 1.869
H -1.509 1.337 -1.868
O 0.664 -1.037 0.410
H 3.119 -0.753 2.568
H 1.969 -0.443 1.627

Atom charges from the natural (NBO) analysis, given in e for atoms 1 to 8: 0.21 -0.25 -0.88 0.39 0.68 0.42 0.23 0.21

=====

*Q*
Computed, not measured: a 2-piece molecular cluster, C4H12N2O2 overall, with ωB97M-V/def2-TZVPD.

Summary:
* 2S+1: 1
* gap between HOMO and LUMO: 9.81 eV
* structure (SMILES): NCCCNC=O.O
* M: 120.15 g mol⁻¹
* LUMO: 0.623 eV
* HOMO level: -9.184 eV

Positions of all 20 atoms, in Å:
N -1.961 0.167 -0.489
H -2.458 -0.334 -1.214
H 2.343 0.519 -0.635
H -0.703 -2.771 1.107
H 1.511 1.850 0.037
H 0.753 1.231 -2.200
H 0.352 -3.684 0.378
H -1.564 1.703 -1.759
C 0.538 0.396 2.091
O -0.160 -2.873 0.316
H 0.305 -0.346 -1.713
H 1.079 -1.006 0.743
N 1.125 -0.012 0.932
H -1.493 -0.563 0.038
O 0.415 -0.327 3.057
C -1.031 1.185 -0.963
H 0.170 1.437 2.062
C 1.379 0.801 -0.236
C 0.350 0.683 -1.362
H -0.951 1.947 -0.191

Atom charges from the natural (NBO) analysis, given in e for atoms 1 to 8: -0.84 0.36 0.20 0.49 0.20 0.21 0.48 0.20

=====

*R*
Computed, not measured: one molecule with the formula C4H12N2O2, with ωB97M-V/def2-TZVPD.

Summary:
* 2S+1: 1
* gap between HOMO and LUMO: 9.58 eV
* structure (SMILES): CC(N)(N)C(C)(O)O
* M: 120.15 g mol⁻¹
* LUMO: 0.768 eV
* HOMO level: -8.812 eV

Positions of all 20 atoms, in Å:
H 1.122 -1.679 1.443
O -1.253 0.850 1.091
C 1.132 -0.591 1.481
H 0.731 -1.705 -1.087
O -1.340 -1.321 0.241
H 2.153 -0.253 1.640
H -1.077 -1.638 1.114
N 1.143 -0.781 -1.118
H -1.278 1.544 -1.470
H 2.153 -0.842 -1.136
H -0.978 -0.080 -2.149
C -1.448 0.477 -1.345
H 0.565 -0.226 2.333
C 0.698 0.021 -0.025
H 1.195 1.678 -1.086
C -0.824 -0.029 0.085
H -2.516 0.272 -1.332
N 1.242 1.334 -0.136
H 0.778 1.971 0.500
H -2.197 0.998 0.956

Atom charges from the natural (NBO) analysis, given in e for atoms 1 to 8: 0.20 -0.74 -0.68 0.38 -0.73 0.22 0.48 -0.85

=====

*S*
Computed, not measured: a 2-piece molecular cluster, C4H12N2O2 overall, with ωB97M-V/def2-TZVPD.

Summary:
* 2S+1: 1
* gap between HOMO and LUMO: 9.70 eV
* structure (SMILES): NCCNCC=O.O
* M: 120.15 g mol⁻¹
* LUMO: 0.708 eV
* HOMO level: -8.991 eV

Positions of all 20 atoms, in Å:
O 1.043 1.525 2.561
H 0.462 -1.440 -1.454
H 0.143 2.797 -0.223
H -1.990 -2.254 -1.087
H -1.357 0.874 -0.754
C 0.823 2.379 1.740
H 0.514 0.171 0.698
H -0.820 -0.939 -2.511
H -1.143 -2.052 0.171
C -0.501 -0.911 -1.446
H -0.084 -3.079 1.989
N 0.720 0.727 -0.126
C -0.382 0.566 -1.138
H 0.947 -2.747 0.988
O 0.125 -3.283 1.064
C 0.855 2.141 0.257
N -1.549 -1.486 -0.582
H 1.811 2.447 -0.180
H -0.147 1.173 -2.017
H 0.529 3.390 2.052

Atom charges from the natural (NBO) analysis, given in e for atoms 1 to 8: -0.53 0.18 0.20 0.35 0.19 0.44 0.36 0.19

=====

Most stable pick: *Q*. Distance to second place: 1.9 kcal/mol.